This record from the OMol25 dataset describes a 23-piece molecular cluster, C81H173N11O23 overall in a non-equilibrium geometry. The level of theory is ωB97M-V/def2-TZVPD.

The calculation puts the HOMO-LUMO gap at 8.75 eV.

Last column: Löwdin charge in e.
Geometry (Å):
C: -31.6026 29.5568 -13.4552  -0.324
O: -32.6915 29.6505 -13.9957  0.006
N: -31.0614 30.5964 -12.7309  -0.171
C: -29.6731 30.7830 -12.4323  -0.079
C: -31.7705 31.8548 -12.5453  -0.035
H: -30.9187 28.7000 -13.5570  0.128
H: -29.2451 31.3383 -13.2669  0.078
H: -29.1103 29.8506 -12.3889  0.071
H: -29.4420 31.3192 -11.5119  0.071
H: -32.8328 31.7389 -12.7602  0.090
H: -31.9317 32.1596 -11.5113  0.062
H: -31.2865 32.6435 -13.1213  0.085
C: -26.8316 28.0539 -10.2724  -0.242
O: -25.9621 28.4962 -9.4375  -0.061
N: -26.6435 26.9361 -11.0567  -0.166
C: -27.7587 26.2360 -11.6620  -0.051
C: -25.3273 26.2557 -11.1285  -0.029
H: -27.8123 28.5490 -10.3462  0.113
H: -27.9039 26.3501 -12.7363  0.080
H: -28.6703 26.5497 -11.1533  0.067
H: -27.5660 25.1714 -11.5289  0.087
H: -24.6299 26.7293 -10.4375  0.061
H: -25.4597 25.2358 -10.7675  0.083
H: -24.8108 26.2489 -12.0883  0.088
C: -22.8339 28.7798 -8.3452  -0.318
O: -22.0119 29.3370 -9.0925  -0.038
N: -22.7400 27.4549 -8.1574  -0.184
C: -23.6354 26.8617 -7.2042  -0.060
C: -21.8225 26.6452 -8.9747  -0.012
H: -23.6399 29.3112 -7.8160  0.120
H: -23.1930 25.9586 -6.7838  0.099
H: -24.4289 26.5351 -7.8763  0.070
H: -24.1197 27.5168 -6.4800  0.089
H: -21.1653 27.1439 -9.6870  0.051
H: -21.2645 26.1154 -8.2027  0.083
H: -22.3927 25.9281 -9.5654  0.086
C: -16.8901 29.3543 -10.5734  -0.358
O: -16.2458 30.2667 -10.0425  -0.023
N: -17.9209 28.7478 -9.9526  -0.133
C: -18.7838 27.7367 -10.6515  -0.043
C: -18.2883 29.2168 -8.5472  -0.003
H: -16.6852 28.8496 -11.5302  0.130
H: -18.9381 26.9426 -9.9210  0.074
H: -18.3637 27.4167 -11.6050  0.084
H: -19.8172 28.0232 -10.8471  0.058
H: -17.5488 29.9122 -8.1502  0.080
H: -19.2520 29.7247 -8.5847  0.068
H: -18.4839 28.4799 -7.7683  0.063
C: -17.3405 34.2703 -9.3479  -0.381
O: -16.8695 35.2674 -9.8537  0.003
N: -18.3477 34.3302 -8.5330  -0.171
C: -19.0654 33.1143 -8.1652  -0.038
C: -18.9414 35.5108 -7.9546  -0.032
H: -16.9326 33.2686 -9.5538  0.137
H: -19.1374 32.9791 -7.0860  0.084
H: -18.5298 32.2444 -8.5452  0.065
H: -20.0396 32.9980 -8.6400  0.073
H: -18.9406 35.4216 -6.8682  0.072
H: -18.4480 36.4627 -8.1509  0.098
H: -20.0147 35.5112 -8.1445  0.059
C: -21.5142 31.0921 -15.8799  -0.321
O: -20.8170 30.5543 -16.7733  -0.026
N: -22.1311 32.2958 -16.0032  -0.175
C: -22.8669 32.8561 -14.8840  -0.057
C: -21.9050 33.1800 -17.1482  -0.038
H: -21.7534 30.5684 -14.9414  0.125
H: -22.2483 33.5579 -14.3246  0.062
H: -23.2401 32.1218 -14.1701  0.088
H: -23.7978 33.3035 -15.2322  0.089
H: -22.8277 33.2976 -17.7164  0.084
H: -21.5444 34.1306 -16.7551  0.088
H: -21.2633 32.8293 -17.9565  0.087
C: -30.6539 27.5779 -9.6396  -0.359
O: -29.6818 27.9290 -9.0221  0.002
N: -31.4595 26.5390 -9.3430  -0.142
C: -32.5441 26.1910 -10.2805  -0.055
C: -31.2419 25.5104 -8.2648  -0.019
H: -30.8913 28.0709 -10.5950  0.132
H: -32.8678 27.0593 -10.8545  0.083
H: -33.3857 25.7974 -9.7105  0.086
H: -32.3188 25.4432 -11.0408  0.085
H: -30.3783 25.8564 -7.6968  0.052
H: -32.1079 25.4305 -7.6077  0.085
H: -31.1063 24.4796 -8.5922  0.089
C: -24.0272 35.1743 -10.7806  -0.428
O: -24.4831 36.2123 -11.1849  0.003
N: -22.8643 34.6704 -11.0344  -0.115
C: -22.3681 33.3689 -10.4902  -0.005
C: -21.8575 35.3998 -11.8673  0.002
H: -24.5822 34.5645 -10.0510  0.130
H: -21.9424 33.6938 -9.5407  0.063
H: -21.4852 32.9393 -10.9636  0.077
H: -23.0864 32.6531 -10.0906  0.065
H: -22.1014 36.4618 -11.8390  0.086
H: -20.8873 35.2944 -11.3818  0.089
H: -21.7078 35.0744 -12.8967  0.068
C: -22.9935 36.9620 -8.0669  -0.273
O: -22.1369 36.2504 -7.4672  -0.060
N: -24.0030 37.5093 -7.4101  -0.165
C: -24.9329 38.4118 -7.9503  -0.076
C: -24.1584 37.3443 -5.9747  -0.024
H: -23.0159 37.0024 -9.1670  0.131
H: -24.9658 38.3857 -9.0395  0.097
H: -24.6382 39.4441 -7.7616  0.103
H: -25.9268 38.3748 -7.5041  0.070
H: -23.3556 36.7263 -5.5725  0.079
H: -24.0207 38.2574 -5.3956  0.091
H: -25.1252 36.8977 -5.7425  0.083
C: -30.1148 32.6987 -6.7844  -0.293
O: -30.7125 33.6910 -6.3582  -0.013
N: -30.1635 32.3390 -8.1063  -0.165
C: -29.3345 31.2668 -8.6318  -0.067
C: -30.8990 33.0976 -9.1312  -0.033
H: -29.5009 31.9975 -6.1982  0.118
H: -30.0048 30.5497 -9.1058  0.074
H: -28.7357 30.7364 -7.8914  0.088
H: -28.5999 31.7345 -9.2873  0.072
H: -31.6308 32.3571 -9.4541  0.080
H: -31.4211 33.9657 -8.7288  0.087
H: -30.2567 33.5106 -9.9090  0.077
C: -28.6115 38.5818 -6.9645  -0.387
O: -28.3679 39.7141 -7.3776  -0.009
N: -28.5666 37.4916 -7.6821  -0.158
C: -28.8808 36.1721 -7.1277  -0.028
C: -27.8550 37.5155 -8.9899  -0.025
H: -28.9662 38.3908 -5.9398  0.136
H: -29.4459 36.2551 -6.1993  0.087
H: -27.9125 35.7028 -6.9540  0.069
H: -29.4792 35.6183 -7.8512  0.081
H: -26.8207 37.1717 -8.9744  0.059
H: -28.3217 36.8837 -9.7456  0.066
H: -27.9274 38.4943 -9.4640  0.099
C: -21.7825 32.2295 -4.7317  -0.175
C: -20.7002 31.7360 -3.8211  -0.165
C: -21.1008 32.1560 -2.4552  -0.180
O: -22.4739 32.5743 -2.6630  -0.169
C: -22.6530 33.1609 -3.9669  -0.171
H: -22.3471 31.3686 -5.0897  0.096
H: -21.3882 32.6959 -5.6345  0.108
H: -19.7581 32.2534 -4.0022  0.111
H: -20.4629 30.6789 -3.9403  0.102
H: -20.4768 32.9555 -2.0558  0.095
H: -20.9885 31.4074 -1.6709  0.122
H: -22.2982 34.1678 -3.7472  0.106
H: -23.7130 33.2663 -4.1981  0.110
C: -27.0483 26.1231 -6.0829  -0.156
C: -27.7134 24.8523 -6.7158  -0.155
C: -26.5444 23.9770 -7.0436  -0.183
O: -25.7271 24.2360 -5.9002  -0.143
C: -26.1474 25.3880 -5.1895  -0.257
H: -27.7939 26.7651 -5.6138  0.102
H: -26.4497 26.7045 -6.7841  0.098
H: -28.2503 25.1100 -7.6287  0.093
H: -28.4004 24.4360 -5.9790  0.123
H: -25.8636 24.3643 -7.8017  0.108
H: -26.7207 22.9096 -7.1771  0.123
H: -25.3252 25.9822 -4.7908  0.110
H: -26.7216 25.1623 -4.2909  0.119
C: -24.5735 37.2441 -1.8765  -0.151
C: -25.9018 37.2905 -2.6772  -0.135
C: -26.0597 38.8060 -2.9448  -0.217
O: -25.1163 39.4819 -2.1624  -0.140
C: -23.9821 38.6037 -1.9985  -0.195
H: -23.8692 36.5183 -2.2831  0.095
H: -24.6945 36.9744 -0.8274  0.114
H: -26.7667 36.8939 -2.1453  0.090
H: -25.8887 36.7002 -3.5934  0.082
H: -27.0708 39.1361 -2.7060  0.119
H: -25.8749 39.0657 -3.9872  0.102
H: -23.2658 38.9792 -1.2677  0.126
H: -23.4458 38.7823 -2.9305  0.105
C: -27.3326 35.2144 -12.1469  -0.168
C: -28.7406 35.5585 -12.3510  -0.209
C: -29.1134 34.7045 -13.5162  -0.168
O: -28.4902 33.4728 -13.0923  -0.194
C: -27.3553 33.6656 -12.3124  -0.186
H: -26.9588 35.4586 -11.1525  0.091
H: -26.7281 35.6685 -12.9321  0.123
H: -28.9142 36.6136 -12.5626  0.127
H: -29.3171 35.2793 -11.4691  0.108
H: -28.6540 35.0424 -14.4452  0.121
H: -30.1738 34.5946 -13.7431  0.114
H: -26.4915 33.3101 -12.8743  0.114
H: -27.5048 33.0902 -11.3988  0.109
C: -31.0628 27.9935 -5.5211  -0.170
C: -31.2881 28.3747 -4.1209  -0.195
C: -30.1558 29.2578 -3.8494  -0.235
O: -30.0244 30.0667 -4.9667  -0.108
C: -30.2066 29.1746 -6.0172  -0.225
H: -32.0749 27.8667 -5.9055  0.114
H: -30.5175 27.0555 -5.6259  0.099
H: -31.2915 27.4934 -3.4796  0.126
H: -32.2798 28.8242 -4.0703  0.127
H: -29.2260 28.7457 -3.6020  0.119
H: -30.4344 29.9502 -3.0551  0.135
H: -29.3802 28.6739 -6.5218  0.101
H: -30.6743 29.6571 -6.8755  0.105
C: -28.2461 33.8060 -3.9357  -0.152
C: -27.4274 33.8179 -2.6264  -0.167
C: -28.2155 32.9462 -1.6791  -0.162
O: -29.6111 33.2921 -2.0286  -0.141
C: -29.6873 33.5584 -3.4512  -0.185
H: -27.9259 32.9039 -4.4571  0.080
H: -28.1191 34.6589 -4.6024  0.092
H: -27.4143 34.8869 -2.4138  0.084
H: -26.3798 33.5350 -2.7296  0.102
H: -28.0100 33.1911 -0.6370  0.114
H: -27.9704 31.8841 -1.6832  0.101
H: -30.2962 34.4531 -3.5812  0.113
H: -30.2449 32.7807 -3.9731  0.092
C: -24.3083 33.3518 -7.4285  -0.146
C: -24.3922 31.8918 -7.6841  -0.189
C: -25.3935 31.8261 -8.7635  -0.201
O: -26.3353 32.8406 -8.3714  -0.155
C: -25.7973 33.8023 -7.4851  -0.172
H: -23.7138 33.8987 -8.1603  0.081
H: -23.9473 33.6927 -6.4582  0.098
H: -24.7866 31.2548 -6.8924  0.109
H: -23.4315 31.5105 -8.0299  0.103
H: -25.8149 30.8294 -8.8942  0.099
H: -24.9549 32.0176 -9.7428  0.103
H: -26.2949 33.5945 -6.5379  0.111
H: -25.9479 34.8079 -7.8777  0.101
C: -25.0649 30.2588 -3.6843  -0.126
C: -25.0043 29.1657 -2.5703  -0.145
C: -26.3487 28.5063 -2.6070  -0.221
O: -26.7455 28.5915 -3.9562  -0.179
C: -26.2454 29.8004 -4.5828  -0.148
H: -24.1312 30.2462 -4.2465  0.084
H: -25.1291 31.2541 -3.2447  0.093
H: -24.8259 29.5421 -1.5630  0.116
H: -24.2413 28.4612 -2.9013  0.102
H: -27.0401 29.0913 -2.0005  0.116
H: -26.3494 27.4412 -2.3752  0.126
H: -26.9828 30.6020 -4.6271  0.100
H: -25.9317 29.5786 -5.6028  0.102
C: -20.0541 26.0471 -4.2863  -0.186
C: -20.9246 27.2489 -4.4531  -0.176
C: -20.1736 27.9680 -5.5711  -0.240
O: -18.8244 27.8203 -5.1996  -0.147
C: -18.6127 26.5330 -4.4884  -0.126
H: -20.2466 25.3675 -5.1164  0.108
H: -20.0868 25.4735 -3.3600  0.115
H: -20.9585 27.8893 -3.5716  0.111
H: -21.9938 27.1274 -4.6266  0.099
H: -20.5637 28.9794 -5.6847  0.115
H: -20.3956 27.4633 -6.5113  0.093
H: -18.2511 26.7359 -3.4803  0.116
H: -18.0246 25.8511 -5.1026  0.119
C: -19.2218 30.3069 -13.4812  -0.203
C: -18.4299 31.3140 -14.2216  -0.142
C: -19.1212 32.6297 -13.7895  -0.148
O: -20.1167 32.2235 -12.8428  -0.175
C: -19.7769 30.9827 -12.3067  -0.238
H: -18.6323 29.4274 -13.2219  0.106
H: -20.0846 29.9883 -14.0661  0.095
H: -18.4537 31.1872 -15.3040  0.109
H: -17.3851 31.2881 -13.9121  0.114
H: -19.5923 33.1588 -14.6178  0.112
H: -18.3942 33.2161 -13.2276  0.120
H: -20.6230 30.4224 -11.9089  0.129
H: -19.0529 31.1654 -11.5126  0.120
C: -26.6315 29.1937 -16.1534  -0.157
C: -27.0212 29.5572 -14.7252  -0.198
C: -25.8151 29.0540 -13.9818  -0.209
O: -24.6485 29.3455 -14.7948  -0.165
C: -25.0859 29.5544 -16.2065  -0.127
H: -27.2593 29.5930 -16.9499  0.111
H: -26.7171 28.1071 -16.1605  0.103
H: -27.8820 29.0103 -14.3404  0.098
H: -27.2010 30.6321 -14.7412  0.113
H: -25.8997 27.9702 -13.9015  0.108
H: -25.7518 29.6178 -13.0511  0.121
H: -24.4964 28.9518 -16.8975  0.114
H: -25.0439 30.6026 -16.5027  0.101
C: -19.2804 36.0263 -2.4416  -0.172
C: -19.0911 36.9439 -3.5866  -0.203
C: -20.3617 36.8193 -4.3352  -0.193
O: -21.3508 36.6924 -3.2744  -0.158
C: -20.7818 36.0807 -2.1420  -0.201
H: -18.6520 36.3383 -1.6074  0.118
H: -19.0817 34.9963 -2.7377  0.104
H: -18.1522 36.8989 -4.1385  0.124
H: -19.0825 37.9870 -3.2702  0.120
H: -20.3559 35.9056 -4.9295  0.104
H: -20.4717 37.6717 -5.0056  0.128
H: -21.1606 35.0680 -2.0040  0.097
H: -20.8306 36.7789 -1.3063  0.123